Computed, not measured: a molecular structure, C20H29AlO4 at a distorted geometry, with ωB97M-V with the def2-TZVPD basis set.

Maximum force: 1.950 eV Å⁻¹
Orbital gap: 8.0154 eV
LUMO energy: 0.301 eV
Molar mass: 360.43 g mol⁻¹

Geometry as XYZ:
```
54
Properties=species:S:1:pos:R:3:forces:R:3
O -0.661281 1.879106 -2.936802 -0.254 0.295 -1.911
C -0.955803 1.075129 -4.135094 -0.271 -0.266 -0.165
C -0.734014 2.215692 -5.112084 0.271 0.344 0.684
H -1.976984 0.683632 -4.101858 0.192 -0.016 0.045
H -0.250750 0.260260 -4.324444 -0.029 0.011 0.465
C -0.367097 3.005059 -3.824569 0.098 0.943 -0.741
H -1.630446 2.555761 -5.629343 0.148 0.065 0.014
H 0.109869 2.089771 -5.800198 -0.342 -0.016 0.097
C -1.289530 4.182625 -3.548221 0.238 -0.074 0.493
H -2.331358 3.831841 -3.532730 0.264 0.247 -0.112
H -1.147092 4.985294 -4.291087 -0.128 -0.373 0.217
H -1.045404 4.586587 -2.553033 -0.189 -0.006 -0.254
C 1.108706 3.375976 -3.753020 -0.071 0.008 0.433
H 1.734761 2.480635 -3.909717 -0.177 0.401 -0.026
H 1.322451 3.783267 -2.751166 0.061 -0.137 -0.301
H 1.356886 4.149326 -4.496043 -0.068 -0.315 0.172
Al -0.068237 -1.321483 2.151426 -1.220 -1.164 -0.256
C 2.495977 -2.417377 3.693283 0.125 -0.065 -0.503
C 1.533267 -3.291373 3.153307 0.445 0.523 -0.940
C 1.251796 -2.875756 1.789732 1.761 0.163 0.720
H 1.155925 -4.212716 3.595637 -0.045 0.477 0.025
C 2.107762 -1.700962 1.529151 0.718 -1.052 1.106
C 2.848753 -1.445367 2.723087 -0.348 -0.996 -0.753
H 3.626014 -0.692528 2.822990 -0.353 -0.003 0.084
H 2.966246 -2.516606 4.674114 -0.407 0.165 -0.272
H 0.856595 -3.527617 1.007719 -0.156 0.377 0.356
H 2.384884 -1.363095 0.534559 -0.280 0.100 0.255
C -0.259144 -0.520529 5.031611 -0.498 0.375 -0.344
C 0.715021 0.264579 4.365519 -0.435 -0.118 -0.219
C 0.204173 0.664246 3.099554 -0.773 0.085 0.758
H 1.680809 0.561023 4.777945 -0.256 -0.367 -0.311
C -1.182640 0.160233 3.018532 0.149 0.653 1.202
C -1.425152 -0.586772 4.226747 0.678 1.124 -0.044
H -2.383534 -1.016326 4.513396 0.394 -0.141 -0.256
H -0.167552 -0.951675 6.033720 0.085 0.070 -0.570
H 0.620084 1.436991 2.445949 -0.084 -0.476 0.234
H -1.945014 0.557286 2.339151 0.406 -0.474 0.184
O -0.446086 -0.690559 0.379014 0.069 -0.201 -0.709
C 0.440604 0.345556 -0.216552 -0.430 -0.161 0.293
C 0.590979 -0.126240 -1.635022 0.019 -0.598 0.002
H 1.379335 0.410884 0.350167 -0.491 -0.182 -0.085
H -0.107734 1.290555 -0.126383 0.155 -0.112 -0.217
C -0.830678 -0.632413 -1.921111 -0.075 0.173 -0.269
H 1.286372 -0.986077 -1.675435 -0.129 0.380 0.023
H 0.910041 0.670382 -2.296957 0.091 -0.168 0.069
C -1.127824 -1.488545 -0.728242 0.838 0.010 0.810
H -0.912103 -1.138279 -2.893852 -0.084 -0.120 0.595
H -1.521496 0.219346 -1.898633 0.185 -0.269 -0.124
H -0.620422 -2.463812 -0.774506 -0.256 0.277 0.161
H -2.180444 -1.615909 -0.459686 0.378 0.115 0.093
O -2.746292 -4.305071 2.587655 0.854 0.624 0.197
C -1.794546 -3.569883 2.791156 -0.389 0.112 -0.523
O -1.454533 -2.550023 2.021405 -0.108 -0.236 0.324
H -1.124120 -3.714048 3.669262 -0.274 -0.007 -0.210
```
Positions in Å, forces in eV/Å.

Computed, not measured: a molecular structure, C20H29B2Cl2F4N10O5SSeZr at a distorted geometry, with ωB97M-V with the def2-TZVPD basis set.

Net charge: +1
Maximum force: 1.341 eV Å⁻¹
Orbital gap: 4.0339 eV
LUMO energy: -6.448 eV
Molar mass: 860.29 g mol⁻¹

Geometry as XYZ:
```
75
Properties=species:S:1:pos:R:3:forces:R:3
Zr 0.075331 0.625674 0.265293 -0.845 -1.030 -0.155
C -1.640833 -3.168225 -1.870058 0.006 0.003 0.013
C -0.974554 -1.898172 -1.480308 -0.005 0.017 -0.171
N -0.849571 -1.468647 -0.284734 0.148 0.151 -0.083
O -1.443489 -2.194811 0.697564 -0.181 -0.076 0.041
B -0.476947 -2.906011 1.565316 0.272 -0.089 -0.091
F 0.291334 -3.784696 0.817849 -0.066 0.052 0.093
F -1.234064 -3.469935 2.572007 -0.003 -0.040 0.029
O 0.445960 -1.928291 2.270993 -0.006 -0.062 0.010
N 1.149973 -1.178585 1.374999 0.014 0.178 0.041
C 2.376859 -1.477694 1.190928 0.022 -0.047 -0.085
C 3.101492 -2.577903 1.879388 -0.010 -0.012 0.000
C 3.045647 -0.656589 0.139316 -0.069 0.004 0.040
N 2.287981 0.220506 -0.402898 0.054 -0.023 0.032
O 2.836682 1.002669 -1.369986 -0.018 -0.176 -0.128
B 2.350267 0.651322 -2.760346 0.055 0.027 0.031
F 2.678245 -0.676974 -3.010629 -0.034 0.046 0.016
F 2.940531 1.569477 -3.596450 -0.011 -0.079 -0.028
O 0.875177 0.844153 -2.895656 0.014 0.087 -0.048
N 0.169010 0.055302 -2.024700 0.194 -0.107 0.165
C -0.309395 -1.031330 -2.498618 -0.157 -0.033 0.033
C -0.183896 -1.480465 -3.906953 -0.001 0.006 -0.024
C 4.453462 -0.920143 -0.256483 0.014 -0.004 0.019
H -2.020969 -3.681052 -0.994168 0.001 -0.004 -0.009
H -0.924922 -3.811564 -2.384730 0.002 0.000 0.004
H -2.460856 -2.955166 -2.555006 -0.005 -0.003 -0.011
H 2.454179 -3.065404 2.599578 0.006 0.003 0.000
H 3.988827 -2.187159 2.380926 0.004 0.000 -0.004
H 3.435789 -3.314535 1.147080 -0.006 -0.001 -0.006
H 0.145954 -0.663512 -4.539706 -0.009 -0.013 0.006
H -1.138069 -1.871168 -4.256854 0.000 -0.007 -0.006
H 0.558283 -2.280504 -3.961417 -0.003 0.005 -0.004
H 5.104461 -0.909199 0.619003 0.004 -0.002 -0.002
H 4.786922 -0.189598 -0.984832 0.004 -0.003 0.010
H 4.522332 -1.915349 -0.700504 -0.005 0.002 -0.007
N -1.170546 0.473534 2.447981 0.267 -0.057 -0.041
N -1.980374 -0.571869 2.959554 0.024 0.468 -0.126
C -3.328841 -0.457252 2.804973 0.328 -0.531 0.230
N -3.960669 -1.638357 2.917660 -0.191 0.196 -0.089
S -4.077910 1.013517 2.602626 -0.091 0.118 -0.067
H -0.484728 0.674172 3.170364 -0.076 0.059 0.123
H -1.837114 1.266779 2.427407 0.028 0.003 -0.090
H -1.527435 -1.471214 2.967184 -0.101 -0.027 -0.082
H -3.456589 -2.508054 2.820637 -0.006 0.050 0.003
H -4.957856 -1.636199 2.796380 -0.015 -0.052 0.043
Cl -0.862269 3.908507 1.857272 -0.268 0.030 -0.047
C 0.740195 4.027665 2.321475 0.423 -0.177 0.087
C 1.276815 5.213463 2.745572 -0.065 -0.077 -0.046
C 2.611764 5.234043 3.155221 0.059 0.132 0.050
C 3.462278 4.123378 3.181941 -0.036 -0.082 -0.024
C 2.966200 2.914464 2.782797 -0.298 0.231 -0.078
Cl 3.926917 1.536941 2.794452 0.095 -0.157 0.007
C 1.568318 2.780457 2.277471 -0.009 0.152 0.413
N 1.142778 1.695495 1.816593 0.333 0.448 -0.184
H 0.678698 6.112995 2.777086 0.011 -0.002 -0.005
H 3.017676 6.182994 3.487884 0.001 -0.005 -0.001
H 4.483817 4.221477 3.519702 -0.005 0.008 0.003
C 2.742895 3.808605 -1.459355 0.091 0.100 0.087
N 1.457147 3.831128 -2.145272 0.005 0.123 -0.121
C 1.419283 4.548761 -3.420568 0.019 -0.018 0.001
C 0.407131 3.180394 -1.703487 0.231 -0.089 0.071
C -0.900872 3.330986 -2.404582 0.022 -0.015 0.001
O 0.514577 2.468634 -0.649398 -0.194 0.184 0.139
H 3.080927 4.837119 -1.327284 -0.014 0.032 -0.007
H 3.465859 3.253143 -2.054193 -0.031 0.081 0.032
H 2.634838 3.315188 -0.498976 0.020 0.065 -0.052
H 2.443749 4.742774 -3.723119 0.001 -0.004 -0.011
H 0.889324 5.497073 -3.327273 0.009 0.001 0.003
H 0.951424 3.934704 -4.186314 0.003 0.010 0.000
H -0.918102 2.670757 -3.273042 -0.005 -0.026 -0.012
H -1.057779 4.353720 -2.741032 0.008 -0.009 -0.012
H -1.698034 3.036260 -1.734896 -0.076 -0.021 0.058
Se -3.666991 0.125787 -2.464725 0.123 0.091 0.116
C -2.697910 0.718533 -1.134432 -0.165 -0.013 0.074
N -1.996955 1.080947 -0.255548 0.164 0.006 -0.167
```
Positions in Å, forces in eV/Å.

Computed, not measured: a molecular structure, C20H29CaMnN3O13 at a distorted geometry, with ωB97M-V with the def2-TZVPD basis set.

2S+1: 6
Net charge: +2
Maximum force: 2.501 eV Å⁻¹
Orbital gap (alpha / beta): 2.6560 / 2.4798 eV
LUMO energy (alpha / beta): -9.302 / -9.472 eV
Molar mass: 614.48 g mol⁻¹

Geometry as XYZ:
```
67
Properties=species:S:1:pos:R:3:forces:R:3
Ca 5.115133 5.583512 20.008363 -1.675 1.262 0.259
Mn 5.282729 4.667252 23.702496 -1.987 0.351 -1.238
O 5.070155 4.140403 21.747134 1.083 0.105 0.823
H 5.030593 3.180606 21.653277 0.023 -0.109 -0.202
N 2.769115 6.213721 22.585053 -1.300 1.192 -1.170
O 1.677308 6.666646 22.857922 1.020 -0.677 0.093
O 3.234774 6.339686 21.423754 0.774 -0.365 0.215
O 3.454595 5.651821 23.495122 1.398 -0.703 1.158
C 1.987969 9.688343 21.683205 0.440 0.051 -0.506
C 0.679953 10.314584 22.097406 0.300 0.165 -0.144
C -0.468883 9.345486 22.366025 0.619 -0.873 0.516
O -0.828813 9.640339 23.717075 -0.942 0.335 -0.239
C -0.072171 10.637139 24.232030 0.258 -0.583 -0.708
O -0.172811 11.079956 25.315732 -0.044 0.218 0.614
O 0.893580 10.975214 23.338144 -0.140 0.228 0.269
H 2.700117 10.477054 21.425646 -0.027 -0.027 -0.073
H 1.852911 9.026723 20.822776 -0.032 0.042 -0.017
H 2.463065 9.110244 22.476421 -0.326 -0.025 0.170
H 0.382223 11.094982 21.392318 -0.010 -0.170 -0.133
H -0.175987 8.293476 22.407619 0.368 0.100 -0.302
H -1.255723 9.389216 21.614029 -0.429 0.521 0.510
C 3.882064 8.284093 25.704368 1.303 0.455 -0.456
C 2.524315 8.807502 26.069605 0.088 -0.167 0.029
C 1.442154 7.725582 25.989636 -0.473 0.730 -0.737
O 0.849357 7.762990 27.275559 -0.230 -0.620 -0.276
C 1.435240 8.716068 28.047676 -0.200 -0.649 0.489
O 1.056542 9.027056 29.119340 -0.098 0.092 0.197
O 2.544566 9.158611 27.450637 0.422 0.535 -0.397
H 3.967989 7.986290 24.653321 -0.409 -0.073 -0.024
H 4.217107 7.453823 26.331340 -0.354 -0.052 0.113
H 4.641197 9.065539 25.807640 -0.125 0.042 0.189
H 2.272685 9.717381 25.520492 0.026 -0.123 -0.152
H 1.865673 6.781347 25.640019 -0.007 -0.332 0.963
H 0.659758 7.932874 25.253716 0.022 0.302 0.081
C 4.552113 12.122719 17.533186 -0.623 0.882 -0.091
C 3.761357 11.103448 18.335653 -0.031 -0.243 -0.097
C 2.824759 10.209547 17.514941 0.131 1.033 -0.588
O 2.972682 8.888527 18.061201 0.149 0.161 0.744
C 4.050641 8.908334 18.844309 -0.659 -0.076 -0.966
O 4.482945 7.903232 19.379429 0.727 -1.432 0.400
O 4.607874 10.074653 18.921489 0.926 0.144 0.652
H 4.288673 12.108429 16.474488 0.318 -0.457 -0.049
H 5.629186 12.099061 17.673811 -0.009 -0.375 0.021
H 4.240761 13.130329 17.819182 0.069 -0.087 0.277
H 3.264680 11.567463 19.189291 -0.054 -0.036 -0.105
H 3.180566 10.183537 16.484555 -0.239 -0.122 -0.031
H 1.807967 10.590810 17.563771 -0.151 -0.529 -0.024
N 0.408523 4.371962 21.314059 0.226 -0.732 -1.622
C 0.792042 3.058859 21.286947 0.466 -0.551 2.394
C 0.320642 2.434754 20.181760 0.129 -0.149 -0.809
C -0.306493 3.427675 19.407356 -0.506 0.852 0.115
C -0.226602 4.605060 20.116867 -0.155 0.717 -0.065
H 0.454153 4.981413 22.104641 -0.056 0.148 0.093
H 1.241766 2.658964 22.190776 -0.077 -0.164 -0.264
H 0.393092 1.408028 19.864207 0.177 -0.089 0.384
H -0.878875 3.267870 18.508356 0.264 0.146 -0.173
H -0.454848 5.626923 19.848344 -0.450 -0.207 -0.018
N -0.999363 3.497623 26.995344 -0.238 -0.351 0.437
C -0.592401 2.398710 26.268823 -0.388 1.093 0.012
C 0.223498 2.894910 25.284226 0.831 -0.351 -0.092
C 0.397647 4.292244 25.484768 -1.045 0.255 0.330
C -0.437946 4.636772 26.541514 1.061 -0.116 -0.263
H -1.576952 3.504821 27.819484 -0.075 -0.341 -0.084
H -0.987909 1.423052 26.481195 0.096 -0.090 -0.058
H 0.740770 2.297596 24.548589 -0.165 -0.061 -0.053
H 0.934677 5.010885 24.887472 0.131 -0.164 -0.093
H -0.551544 5.551702 27.100407 -0.116 0.115 -0.230
```
Positions in Å, forces in eV/Å.

Computed, not measured: a gas-phase ion, C20H29N2O4S (charge +1) at a distorted geometry, with ωB97M-V with the def2-TZVPD basis set.

Net charge: +1
Maximum force: 1.193 eV Å⁻¹
Orbital gap: 9.2054 eV
SMILES: CCOC(=O)c1ccc(S(=O)(=O)N2CC[NH+](C[C@H]3CC=CCC3)CC2)cc1
LUMO energy: -2.853 eV
Molar mass: 393.53 g mol⁻¹

Geometry as XYZ:
```
56
Properties=species:S:1:pos:R:3:forces:R:3
C -5.956856 0.609861 -6.498694 0.276 0.184 0.258
C -5.125766 1.812414 -6.079858 -0.211 -0.035 -0.631
H -5.750592 2.695726 -5.937695 0.134 -0.086 -0.008
H -4.348685 2.016305 -6.822723 -0.127 0.060 0.152
O -4.501403 1.597037 -4.805715 -0.038 0.032 0.395
C -3.366630 0.910909 -4.796759 0.195 -0.064 -0.135
O -2.803081 0.483384 -5.770841 -0.059 -0.004 0.050
C -2.829630 0.727643 -3.406851 0.128 -0.089 0.151
C -3.445205 1.301485 -2.297191 0.090 -0.072 0.001
C -2.909115 1.101849 -1.037269 -0.135 0.077 0.071
C -1.768876 0.329007 -0.909228 0.305 -0.142 0.457
C -1.147472 -0.254526 -1.998094 0.148 -0.134 0.013
C -1.684331 -0.050004 -3.256434 -0.167 0.119 -0.065
H -1.236285 -0.486557 -4.136232 0.036 -0.033 -0.040
H -0.274851 -0.870860 -1.848907 0.101 -0.070 -0.053
S -1.101704 0.099992 0.718507 0.542 0.741 -0.031
O 0.008192 -0.845133 0.681281 -0.381 -0.201 -0.667
O -2.109439 -0.122681 1.698840 -0.419 0.127 0.027
N -0.416044 1.624201 1.073598 -0.777 -0.790 -0.441
C 0.855939 1.870741 0.427029 0.233 0.059 -0.349
H 0.890518 1.248509 -0.468404 0.204 0.169 -0.042
H 0.903925 2.919518 0.118812 0.063 -0.130 0.006
C 2.035516 1.546743 1.365163 0.096 0.389 -0.512
N 1.626135 0.474569 2.293395 -0.070 -0.406 -0.196
C 0.598570 0.995723 3.228581 -0.547 0.376 0.391
H 0.058632 0.145694 3.648931 0.170 -0.034 -0.035
H 1.098379 1.537054 4.035371 0.069 -0.143 -0.060
C -0.385902 1.925830 2.486012 -0.210 -0.133 0.433
H -1.394096 1.781267 2.872789 0.162 0.143 0.198
H -0.111605 2.976740 2.601430 -0.034 -0.070 -0.045
C 2.757296 -0.154990 3.014724 0.681 -0.346 0.156
H 2.355345 -0.704606 3.868771 -0.100 0.122 -0.049
C 3.561816 -1.136480 2.154731 -0.040 0.184 0.050
C 2.711439 -2.360177 1.754975 0.088 -0.122 -0.089
H 2.692108 -2.465925 0.670597 -0.106 0.039 -0.034
C 3.217876 -3.678397 2.368330 -0.092 0.069 -0.036
C 3.603678 -3.483531 3.799636 -0.089 -0.097 0.007
C 4.380969 -2.453992 4.097147 0.088 0.090 0.060
C 4.800119 -1.556056 2.974520 -0.097 0.069 -0.057
H 5.329873 -0.675649 3.337658 0.080 0.003 -0.047
H 5.476726 -2.101707 2.312036 0.076 0.079 -0.053
H 4.718622 -2.238621 5.097212 0.022 -0.066 0.215
H 3.252133 -4.182540 4.540200 0.000 -0.082 0.204
H 4.099390 -4.011705 1.812995 -0.026 -0.074 -0.074
H 2.451099 -4.443829 2.262418 0.061 -0.040 -0.061
H 1.677647 -2.223756 2.076796 -0.074 -0.016 -0.023
H 3.915333 -0.622858 1.256119 -0.003 0.022 0.026
H 3.403599 0.642756 3.391257 -0.144 0.055 -0.013
H 1.148901 -0.259956 1.693474 0.275 0.329 0.405
H 2.896653 1.220147 0.783156 -0.028 0.008 0.132
H 2.321875 2.421486 1.954413 0.021 -0.145 0.042
H -3.364469 1.520428 -0.154541 -0.147 0.120 0.055
H -4.336380 1.893761 -2.428807 -0.060 0.037 0.022
H -5.316176 -0.255826 -6.647361 0.006 -0.065 -0.048
H -6.697852 0.377589 -5.737735 -0.098 -0.020 0.023
H -6.465856 0.831996 -7.431565 -0.072 0.007 -0.105
```
Positions in Å, forces in eV/Å.